1.
DFT (wB97M-V/def2-TZVPD) results for a structure of composition C25H41N12O6S2 at a distorted geometry.

The net charge is -1. The value obtained for the HOMO-LUMO gap is 0.2592 hartree. Its energy is -78423.855 eV. The value obtained for the HOMO energy is -5.43 eV. The value obtained for the maximum force is 0.028 Eh/bohr.

Element x y z (Å)
1 C -1.21 2.22 1.05
2 C -1.95 1.21 0.20
3 O -1.99 1.59 -1.17
4 C -0.95 0.96 -1.85
5 S -1.01 1.37 -3.61
6 O -1.28 2.77 -3.71
7 O -2.00 0.53 -4.19
8 N 0.47 1.13 -4.24
9 S 1.39 0.02 -3.60
10 O 2.39 -0.32 -4.54
11 O 1.88 0.33 -2.28
12 O 0.56 -1.33 -3.39
13 H -0.16 2.22 0.77
14 H -1.63 3.21 0.98
15 H -1.24 1.85 2.07
16 H -2.95 1.06 0.58
17 H -1.42 0.27 0.32
18 H 0.01 1.29 -1.48
19 H -1.05 -0.12 -1.81
20 H 0.37 -1.39 -2.44
21 C -3.89 5.14 3.02
22 C -4.00 3.71 2.75
23 N -3.99 2.59 2.54
24 H -4.87 5.59 3.17
25 H -3.29 5.30 3.91
26 H -3.40 5.64 2.19
27 C -2.68 -1.20 2.95
28 C -3.03 -1.86 1.70
29 N -3.31 -2.33 0.69
30 H -2.93 -0.14 2.90
31 H -3.22 -1.65 3.78
32 H -1.61 -1.29 3.14
33 C -0.58 7.95 3.96
34 C -0.76 6.68 3.28
35 N -0.84 5.67 2.75
36 H 0.47 8.12 4.20
37 H -0.92 8.77 3.34
38 H -1.15 7.97 4.89
39 C 0.69 10.98 0.78
40 C 1.34 10.39 1.93
41 N 1.86 9.91 2.83
42 H 0.85 12.06 0.76
43 H 1.09 10.56 -0.14
44 H -0.38 10.79 0.80
45 C 1.91 -4.22 -1.80
46 C 0.78 -3.63 -1.10
47 N -0.12 -3.11 -0.61
48 H 2.85 -3.84 -1.39
49 H 1.91 -5.30 -1.71
50 H 1.88 -3.95 -2.85
51 C 0.94 3.60 5.66
52 C -0.20 4.47 5.80
53 N -1.09 5.19 5.90
54 H 1.45 3.46 6.62
55 H 0.64 2.62 5.29
56 H 1.65 4.01 4.96
57 C 1.35 -6.45 -5.01
58 C 2.14 -6.98 -3.91
59 N 2.76 -7.42 -3.05
60 H 1.11 -5.40 -4.85
61 H 1.90 -6.52 -5.95
62 H 0.42 -7.00 -5.11
63 C 0.64 -9.58 -7.50
64 C -0.52 -9.04 -6.82
65 N -1.42 -8.60 -6.26
66 H 1.56 -9.17 -7.09
67 H 0.67 -10.66 -7.39
68 H 0.62 -9.36 -8.57
69 C 0.93 -0.94 4.71
70 C -0.20 -0.03 4.75
71 N -1.08 0.71 4.78
72 H 1.40 -1.02 5.69
73 H 0.60 -1.94 4.41
74 H 1.67 -0.59 3.99
75 C 3.87 4.74 2.56
76 C 3.82 3.61 3.48
77 N 3.76 2.72 4.20
78 H 3.53 5.65 3.06
79 H 4.89 4.90 2.21
80 H 3.23 4.56 1.70
81 C 0.14 -12.11 -4.33
82 C -0.25 -12.64 -5.62
83 N -0.55 -13.03 -6.65
84 H -0.20 -11.08 -4.22
85 H -0.29 -12.70 -3.52
86 H 1.23 -12.12 -4.22

2.
DFT (wB97M-V/def2-TZVPD) results for a structure of composition C25H41N3P2Tm at a distorted geometry.

As for the energy above the lowest of the compared OMol25 structures with the same formula, charge and spin: 0.0 kJ/mol. The net charge is +1. The spin multiplicity is 3. The value obtained for the HOMO-LUMO gap (spin up / spin down) is 0.2115 / 0.2113 hartree. Its energy is -79157.007 eV. The expectation value of S² is 2.00. The value obtained for the HOMO energy (spin up / spin down) is -10.19 / -10.18 eV. The value obtained for the maximum force is 0.127 Eh/bohr.

Element x y z (Å)
1 Tm -0.11 0.37 -0.85
2 C -0.93 -1.76 0.60
3 C 0.38 -2.05 0.09
4 C 0.58 -0.48 1.78
5 C -0.80 -0.81 1.65
6 C 1.31 -1.22 0.81
7 C -2.18 -2.49 0.26
8 H -2.17 -2.87 -0.77
9 H -3.06 -1.84 0.37
10 H -2.33 -3.36 0.93
11 C -1.89 -0.35 2.55
12 H -2.87 -0.48 2.08
13 H -1.77 0.71 2.81
14 H -1.89 -0.92 3.49
15 C 1.17 0.34 2.86
16 H 1.37 -0.25 3.76
17 H 0.51 1.16 3.16
18 H 2.12 0.78 2.54
19 C 2.79 -1.30 0.72
20 H 3.19 -2.11 1.36
21 H 3.25 -0.36 1.04
22 H 3.12 -1.51 -0.31
23 C 0.75 -3.17 -0.81
24 H 1.08 -4.05 -0.23
25 H 1.58 -2.90 -1.47
26 H -0.09 -3.49 -1.43
27 C -1.39 1.70 -5.33
28 C -1.76 0.40 -5.47
29 C -1.20 -0.51 -6.53
30 C 0.32 -0.35 -6.78
31 C 1.10 0.06 -5.57
32 C 1.51 1.33 -5.31
33 C 0.93 2.55 -5.95
34 C -0.56 2.43 -6.34
35 H -1.73 -0.35 -7.49
36 H 0.47 0.33 -7.63
37 H -1.41 -1.56 -6.27
38 H -0.65 2.01 -7.36
39 H -1.88 2.36 -4.61
40 H -2.74 0.05 -5.12
41 H -0.96 3.46 -6.44
42 H 1.05 3.42 -5.29
43 H 2.53 1.51 -4.93
44 H 1.50 2.81 -6.86
45 H 0.69 -1.32 -7.13
46 H 1.56 -0.79 -5.04
47 P -1.93 0.13 -2.66
48 C -3.44 1.06 -2.94
49 C -1.74 -1.54 -3.37
50 P 1.81 1.14 -2.38
51 C -0.33 1.05 -3.03
52 C 2.84 -0.23 -2.99
53 C 2.45 2.79 -2.69
54 H -3.45 1.92 -2.26
55 H -4.29 0.40 -2.68
56 H -3.55 1.41 -3.97
57 H -1.18 -1.51 -4.31
58 H -2.75 -1.93 -3.56
59 H -1.23 -2.22 -2.68
60 H 2.17 3.13 -3.70
61 H 3.55 2.76 -2.58
62 H 2.02 3.47 -1.94
63 H -0.48 2.12 -3.19
64 H -0.01 0.54 -3.93
65 H 3.58 -0.44 -2.21
66 H 3.34 0.06 -3.91
67 H 2.24 -1.13 -3.16
68 N -0.58 2.15 0.37
69 C -0.79 2.98 1.21
70 N -1.02 3.96 1.96
71 C -1.18 3.97 3.27
72 N -1.34 4.07 4.44

3.
DFT (wB97M-V/def2-TZVPD) results for a structure of composition C25H42BeCl3N4O3Si at a distorted geometry.

As for the energy above the lowest of the compared OMol25 structures with the same formula, charge and spin: 84.7 kJ/mol. The net charge is -1. The value obtained for the HOMO-LUMO gap is 0.1893 hartree. Its energy is -84563.235 eV. The value obtained for the HOMO energy is -3.06 eV. The value obtained for the maximum force is 0.091 Eh/bohr.

Element x y z (Å)
1 C -3.52 2.44 -1.37
2 C -2.25 3.09 -1.86
3 H -4.00 3.01 -0.56
4 H -3.29 1.43 -1.01
5 H -4.28 2.34 -2.18
6 C -2.18 4.41 -2.11
7 C -3.30 5.37 -1.90
8 H -1.26 4.83 -2.54
9 H -3.74 5.24 -0.90
10 H -4.09 5.21 -2.64
11 H -2.95 6.41 -1.99
12 Be -0.52 -3.08 -1.42
13 Cl -0.44 -4.13 -3.11
14 Cl -2.25 -2.17 -1.24
15 C 2.08 -2.88 -2.01
16 O 1.04 -2.57 -1.32
17 N 3.29 -2.96 -1.49
18 C 3.52 -3.09 -0.05
19 C 4.40 -3.01 -2.43
20 H 1.99 -3.08 -3.09
21 H 3.01 -3.98 0.35
22 H 3.12 -2.22 0.50
23 H 4.60 -3.19 0.10
24 H 4.24 -3.85 -3.10
25 H 5.32 -3.12 -1.90
26 H 4.39 -2.12 -3.07
27 H -3.07 0.48 2.37
28 H -0.83 2.74 2.98
29 C -2.98 0.76 3.43
30 C -1.09 2.33 3.98
31 N -1.60 0.97 3.87
32 H -3.48 -0.02 4.02
33 C -0.74 -0.03 4.11
34 O 0.36 0.02 4.61
35 H -0.19 2.30 4.61
36 H -1.21 -1.09 3.76
37 H -3.54 1.69 3.60
38 H -1.86 2.95 4.43
39 O -0.85 1.22 -1.19
40 C -1.12 2.14 -2.25
41 C 0.79 3.77 -1.93
42 C 0.19 2.79 -2.72
43 H 0.24 4.22 -1.09
44 C 2.13 4.18 -2.20
45 H -1.52 1.48 -3.04
46 C 0.86 2.25 -3.83
47 H 2.59 4.91 -1.53
48 C 2.81 3.63 -3.31
49 C 2.16 2.69 -4.12
50 H 0.36 1.49 -4.42
51 H 3.83 3.95 -3.52
52 H 2.69 2.28 -4.97
53 Si 0.35 1.03 0.01
54 Cl -2.08 -2.33 3.58
55 C 0.78 2.57 1.00
56 C 1.90 0.46 -0.84
57 C -0.58 -0.13 1.05
58 H 1.59 3.11 0.51
59 H 1.16 2.24 1.98
60 H -0.03 3.29 1.18
61 H -0.86 0.51 1.89
62 H -0.03 -0.98 1.46
63 H -1.48 -0.51 0.56
64 H 2.22 1.18 -1.61
65 H 1.64 -0.50 -1.32
66 H 2.73 0.29 -0.14
67 N -0.43 -5.71 3.96
68 C -0.36 -5.18 2.72
69 C -1.07 -5.74 1.63
70 C -1.08 -5.03 0.44
71 N -0.40 -3.89 0.24
72 C 0.34 -3.39 1.26
73 C 0.39 -3.99 2.52
74 H -1.00 -6.52 4.16
75 H 0.03 -5.31 4.76
76 H -1.70 -6.63 1.72
77 H -1.63 -5.36 -0.45
78 H 0.90 -2.47 1.07
79 H 0.87 -3.46 3.33

What did the third record say?
DFT (wB97M-V/def2-TZVPD) results for a structure of composition C25H42BeCl3N4O3Si at a distorted geometry.

As for the energy above the lowest of the compared OMol25 structures with the same formula, charge and spin: 84.7 kJ/mol. The net charge is -1. The value obtained for the HOMO-LUMO gap is 0.1893 hartree. Its energy is -84563.235 eV. The value obtained for the HOMO energy is -3.06 eV. The value obtained for the maximum force is 0.091 Eh/bohr.

Element x y z (Å)
1 C -3.52 2.44 -1.37
2 C -2.25 3.09 -1.86
3 H -4.00 3.01 -0.56
4 H -3.29 1.43 -1.01
5 H -4.28 2.34 -2.18
6 C -2.18 4.41 -2.11
7 C -3.30 5.37 -1.90
8 H -1.26 4.83 -2.54
9 H -3.74 5.24 -0.90
10 H -4.09 5.21 -2.64
11 H -2.95 6.41 -1.99
12 Be -0.52 -3.08 -1.42
13 Cl -0.44 -4.13 -3.11
14 Cl -2.25 -2.17 -1.24
15 C 2.08 -2.88 -2.01
16 O 1.04 -2.57 -1.32
17 N 3.29 -2.96 -1.49
18 C 3.52 -3.09 -0.05
19 C 4.40 -3.01 -2.43
20 H 1.99 -3.08 -3.09
21 H 3.01 -3.98 0.35
22 H 3.12 -2.22 0.50
23 H 4.60 -3.19 0.10
24 H 4.24 -3.85 -3.10
25 H 5.32 -3.12 -1.90
26 H 4.39 -2.12 -3.07
27 H -3.07 0.48 2.37
28 H -0.83 2.74 2.98
29 C -2.98 0.76 3.43
30 C -1.09 2.33 3.98
31 N -1.60 0.97 3.87
32 H -3.48 -0.02 4.02
33 C -0.74 -0.03 4.11
34 O 0.36 0.02 4.61
35 H -0.19 2.30 4.61
36 H -1.21 -1.09 3.76
37 H -3.54 1.69 3.60
38 H -1.86 2.95 4.43
39 O -0.85 1.22 -1.19
40 C -1.12 2.14 -2.25
41 C 0.79 3.77 -1.93
42 C 0.19 2.79 -2.72
43 H 0.24 4.22 -1.09
44 C 2.13 4.18 -2.20
45 H -1.52 1.48 -3.04
46 C 0.86 2.25 -3.83
47 H 2.59 4.91 -1.53
48 C 2.81 3.63 -3.31
49 C 2.16 2.69 -4.12
50 H 0.36 1.49 -4.42
51 H 3.83 3.95 -3.52
52 H 2.69 2.28 -4.97
53 Si 0.35 1.03 0.01
54 Cl -2.08 -2.33 3.58
55 C 0.78 2.57 1.00
56 C 1.90 0.46 -0.84
57 C -0.58 -0.13 1.05
58 H 1.59 3.11 0.51
59 H 1.16 2.24 1.98
60 H -0.03 3.29 1.18
61 H -0.86 0.51 1.89
62 H -0.03 -0.98 1.46
63 H -1.48 -0.51 0.56
64 H 2.22 1.18 -1.61
65 H 1.64 -0.50 -1.32
66 H 2.73 0.29 -0.14
67 N -0.43 -5.71 3.96
68 C -0.36 -5.18 2.72
69 C -1.07 -5.74 1.63
70 C -1.08 -5.03 0.44
71 N -0.40 -3.89 0.24
72 C 0.34 -3.39 1.26
73 C 0.39 -3.99 2.52
74 H -1.00 -6.52 4.16
75 H 0.03 -5.31 4.76
76 H -1.70 -6.63 1.72
77 H -1.63 -5.36 -0.45
78 H 0.90 -2.47 1.07
79 H 0.87 -3.46 3.33

- Which value of energy does entry 2 give?
  -79157.007 eV

- The highest energy belongs to which entry?
  C25H41N12O6S2